Here is a gas-phase ion, C3H5N2O2 (charge +1) in a non-equilibrium geometry from OMol25. Energies are from the ωB97M-V functional and the def2-TZVPD basis.

Results
SMILES string ... O=C[NH2+]CC1=NO1
Kohn-Sham gap ... 0.331 Ha
Charge ... +1
LUMO ... -5.210 eV

CARTESIAN COORDINATES (ANGSTROEM)
O (-0.02703, 2.10989, 0.70646)
O (3.55432, -0.16027, 0.31822)
N (2.75136, 0.10569, -1.08495)
N (-0.04662, 0.13167, -0.43427)
C (2.27185, -0.09505, 0.05673)
C (-0.46480, 1.54287, -0.25245)
C (0.87428, -0.26147, 0.67765)
H (-1.21035, 1.99684, -1.07410)
H (-0.89227, -0.40644, -0.15030)
H (0.62358, -1.33183, 0.91108)
H (0.64643, 0.47497, 1.45328)
H (0.17232, -0.13636, -1.42108)

=====

Here is a gas-phase ion, C3H5N2O2 (charge +1) in a non-equilibrium geometry from OMol25. Energies are from the ωB97M-V functional and the def2-TZVPD basis.

Results
SMILES string ... O[C@@H]1[NH+]=CN=CO1
Kohn-Sham gap ... 0.385 Ha
Charge ... +1
LUMO ... -5.513 eV

CARTESIAN COORDINATES (ANGSTROEM)
O (0.80228, 0.88844, -1.20801)
O (-0.11078, -1.06042, -0.84951)
N (0.56126, -0.95635, 1.31048)
N (-0.64586, 0.84246, 0.51542)
C (-0.38628, 0.32870, -0.82735)
C (0.62873, -1.44322, 0.07423)
C (-0.26609, 0.09745, 1.52481)
H (0.92723, 1.02295, -2.16719)
H (-1.16962, 0.59427, -1.65341)
H (-0.66859, 0.33970, 2.52165)
H (1.31225, -2.37489, -0.03670)
H (-0.98453, 1.72091, 0.79558)

=====

Here is 2 unconnected molecules or ions with the total composition C3H5N2O3 in a non-equilibrium geometry from OMol25. Energies are from the ωB97M-V functional and the def2-TZVPD basis.

Results
Multiplicity ... 3
Kohn-Sham gap (alpha / beta) ... 0.209 / 0.296 Ha
<S²> ... 2.0410
Charge ... -1
LUMO (alpha / beta) ... 4.181 / 3.105 eV

CARTESIAN COORDINATES (ANGSTROEM)
O (1.37146, -0.81371, -2.79478)
O (-1.57333, 0.56430, -0.54248)
O (-0.60624, 0.11916, -2.78938)
N (0.68965, -0.00267, -0.93452)
N (0.44764, -0.19478, -2.20533)
C (-0.32479, 0.20657, 1.38776)
C (0.80874, 0.49262, 2.06179)
C (-0.35824, 0.17724, -0.09354)
H (0.79396, 0.55955, 3.15994)
H (-1.16469, 0.02069, 1.94120)
H (-0.35549, -2.25410, 0.85298)
H (-1.49146, 0.47314, -1.55684)
H (1.76277, 0.65199, 1.51320)

=====

Here is a single C3H5N2PS molecule in a non-equilibrium geometry from OMol25. Energies are from the ωB97M-V functional and the def2-TZVPD basis.

Results
SMILES string ... Nc1csc(P)n1
Kohn-Sham gap ... 0.339 Ha
Charge ... 0
LUMO ... 0.676 eV

CARTESIAN COORDINATES (ANGSTROEM)
S (-0.67913, -1.71345, -0.52155)
P (-0.47026, 0.60176, -2.68057)
N (0.30274, 0.62080, -0.16501)
N (0.72065, 0.79264, 2.24385)
C (-0.26053, -1.17415, 1.08151)
C (-0.16849, -0.20249, -1.09738)
C (0.28922, 0.05321, 1.08968)
H (-0.78806, -0.59188, -3.43805)
H (0.09566, 0.82836, 3.01348)
H (-0.42670, -1.71181, 2.00531)
H (0.79056, 0.75432, -3.41712)
H (0.59433, 1.74270, 1.88586)

=====

Here is a single C3H5N2PS molecule in a non-equilibrium geometry from OMol25. Energies are from the ωB97M-V functional and the def2-TZVPD basis.

Results
Kohn-Sham gap (alpha / beta) ... 0.291 / 0.291 Ha
Charge ... 0
LUMO (alpha / beta) ... 0.018 / 0.017 eV

CARTESIAN COORDINATES (ANGSTROEM)
S (-3.18816, -0.88693, -0.76604)
P (-0.77354, -1.73445, -2.25479)
N (-3.35767, -0.40273, 0.89174)
N (-2.25137, -0.08557, 1.34603)
C (0.26157, 0.52595, 1.63648)
C (-1.14138, 0.36084, 1.33863)
C (-1.53985, -0.86183, -0.92551)
H (0.75860, 0.37268, 0.69196)
H (0.22905, -0.80419, -2.14439)
H (0.47477, 1.59572, 1.91989)
H (-1.72930, -1.10384, -3.04043)
H (0.50001, -0.12937, 2.54921)

=====

Here is a single C3H5N2PS molecule in a non-equilibrium geometry from OMol25. Energies are from the ωB97M-V functional and the def2-TZVPD basis.

Results
SMILES string ... C/C(N=S)=N/C#[PH2]
Kohn-Sham gap (alpha / beta) ... 0.292 / 0.208 Ha
Charge ... 0
LUMO (alpha / beta) ... -0.288 / -1.238 eV

CARTESIAN COORDINATES (ANGSTROEM)
S (2.66901, -1.79750, -0.29718)
P (2.64064, 1.74649, 0.34351)
N (0.31834, 0.16368, 0.27230)
N (1.12134, -1.89352, -0.07630)
C (0.11263, -1.11239, 0.05568)
C (-1.26395, -1.68126, 0.12036)
C (0.95875, 1.18693, 0.38186)
H (2.29327, 3.02293, 0.26867)
H (-2.08726, -0.95971, 0.41048)
H (2.67720, 1.62627, -1.10922)
H (-1.67407, -2.05736, -0.83357)
H (-1.42818, -2.56933, 0.83944)

=====

Here is a gas-phase ion, C3H5N2S (charge -1) in a non-equilibrium geometry from OMol25. Energies are from the ωB97M-V functional and the def2-TZVPD basis.

Results
Kohn-Sham gap ... 0.259 Ha
Charge ... -1
LUMO ... 3.804 eV

CARTESIAN COORDINATES (ANGSTROEM)
S (-3.49703, -0.00949, 0.10452)
N (-0.92134, -0.42393, 0.01565)
N (-2.13001, -0.98121, -0.01023)
C (-0.61141, 1.09299, -0.07046)
C (0.28802, -1.21607, 0.03737)
C (1.59008, -0.70469, -0.07185)
H (2.30012, -1.61070, -0.06368)
H (0.19583, -2.30590, -0.00710)
H (-1.16524, 1.45469, -0.87344)
H (-0.87241, 1.66772, 0.75222)
H (0.50681, 1.01368, 0.02588)

=====

Here is a gas-phase ion, C3H5N2S2 (charge +1) in a non-equilibrium geometry from OMol25. Energies are from the ωB97M-V functional and the def2-TZVPD basis.

Results
SMILES string ... [S-]S[N+]1=C=[NH+]CC1
Kohn-Sham gap (alpha / beta) ... 0.209 / 0.210 Ha
Charge ... +1
LUMO (alpha / beta) ... -7.684 / -7.648 eV

CARTESIAN COORDINATES (ANGSTROEM)
S (-0.46345, 2.75569, -2.29888)
S (0.83500, 2.92759, -3.66170)
N (-0.04034, 1.28882, -1.46659)
N (1.17422, -0.45052, -0.93358)
C (1.06387, 0.49533, -1.81724)
C (0.28490, -0.29143, 0.20995)
C (-0.62359, 0.83316, -0.19278)
H (-0.37452, -1.20603, 0.56492)
H (0.73356, -0.05923, 1.16546)
H (-1.75795, 0.61680, -0.48025)
H (1.97786, -1.01734, -1.08074)
H (-0.62060, 1.65558, 0.38289)

=====

Record-wise E_tot values, in eV: -10254.5967, -10258.6372, -12308.4929, -26295.2073, -26289.8226, -26291.5583, -17003.9147, -27831.8883
Record-wise relative energy (zero: lowest compared OMol25 entry of this formula, charge and spin) values, in kcal/mol: 117.1, 24.0, 0.0, 3.5, 127.7, 87.7, 45.2, 85.9